(1)
43
Properties=species:S:1:pos:R:3 method="wB97M-V/def2-TZVPD" lumo_energy_ev=0.68 relative_energy_ev=0.000 spin_multiplicity=1 gap_ev=9.91 homo_ev=-9.2
C -3.37 2.12 0.84
H -3.64 1.58 1.74
H -3.89 3.08 0.79
H -3.61 1.51 -0.04
O -1.98 2.42 0.84
C -1.16 1.41 1.08
O -1.50 0.29 1.38
C 0.30 1.86 0.94
C 1.28 0.69 1.05
C 2.66 1.16 1.50
C 2.70 1.61 2.95
O 1.70 1.75 3.61
C 4.08 1.86 3.48
H 4.68 2.42 2.76
H 4.03 2.40 4.42
H 4.57 0.90 3.65
H 2.98 2.00 0.87
H 3.39 0.35 1.37
H 0.90 -0.06 1.74
C 1.29 0.19 -0.40
N 0.73 1.30 -1.21
O -0.58 0.84 -1.66
C -0.44 -0.53 -1.87
C -1.78 -1.25 -1.92
O -1.92 -2.31 -2.46
O -2.73 -0.58 -1.28
C -4.01 -1.19 -1.18
H -4.74 -0.55 -1.69
H -3.99 -2.18 -1.63
H -4.26 -1.26 -0.12
C 0.40 -1.03 -0.67
C 1.16 -2.29 -1.03
O 2.26 -2.30 -1.52
O 0.43 -3.36 -0.74
C 0.92 -4.63 -1.12
H 1.98 -4.56 -1.38
H 0.35 -4.98 -1.98
H 0.78 -5.31 -0.28
H -0.27 -1.23 0.17
H 0.10 -0.73 -2.81
O 0.54 2.36 -0.37
H 2.30 -0.01 -0.78
H 0.49 2.68 1.63

---

(2)
38
Properties=species:S:1:pos:R:3 method="wB97M-V/def2-TZVPD" lumo_energy_ev="-8.48 / -8.48" spin_multiplicity=1 gap_ev="6.97 / 6.97" homo_ev="-15.5 / -15.5" charge=+2
Tc 0.03 0.08 -0.49
C 0.52 -0.06 2.85
C -0.25 1.23 2.66
S -1.32 1.35 1.19
C -2.72 0.26 1.54
C -2.39 -1.22 1.60
S -1.37 -1.70 0.17
C -0.28 -2.99 0.85
C 1.02 -2.47 1.48
S 1.34 -0.68 1.32
H -0.11 -0.86 3.23
H 1.32 0.09 3.57
H 0.42 2.08 2.57
H -0.88 1.42 3.54
H -3.43 0.48 0.74
H -3.19 0.58 2.47
H -3.31 -1.81 1.55
H -1.87 -1.49 2.51
H -0.06 -3.63 0.00
H -0.88 -3.57 1.55
H 1.88 -2.95 1.00
H 1.08 -2.70 2.54
S 1.78 -2.24 -2.35
C 1.02 -1.16 -1.58
C 1.40 1.79 -0.22
C 1.11 1.77 -1.62
C -0.25 1.93 -2.00
C -0.67 1.55 -3.28
C 0.28 1.15 -4.22
C 1.64 1.12 -3.90
C 2.05 1.37 -2.61
H 0.91 2.57 0.36
H 2.42 1.59 0.08
H -0.93 2.44 -1.33
H -1.71 1.64 -3.56
H -0.04 0.90 -5.22
H 2.36 0.85 -4.65
H 3.09 1.28 -2.33

---

(3)
47
Properties=species:S:1:pos:R:3 method="wB97M-V/def2-TZVPD" lumo_energy_ev="-0.55 / -2.75" relative_energy_ev=1.341 s2=0.76 spin_multiplicity=2 gap_ev="7.45 / 5.13" homo_ev="-8.0 / -7.9"
Ag 0.56 1.05 -0.72
C 3.85 4.29 1.23
S 4.17 3.91 -0.52
C 2.61 3.26 -0.97
S 2.59 1.98 -2.11
N 1.55 3.83 -0.48
N 0.40 3.24 -0.58
C -0.74 3.82 -0.71
C -1.94 3.02 -0.70
C -3.21 3.61 -0.64
C -4.32 2.79 -0.56
C -4.14 1.42 -0.55
C -2.86 0.91 -0.68
N -1.79 1.69 -0.76
H 4.59 5.02 1.54
H 3.96 3.37 1.80
H 2.85 4.68 1.34
H -0.82 4.90 -0.82
H -3.30 4.69 -0.66
H -5.31 3.22 -0.51
H -4.99 0.76 -0.47
H -2.67 -0.15 -0.73
Cl 1.03 -0.72 3.23
Ge 0.56 1.11 2.05
Cl 1.37 2.68 3.40
Cl -1.61 1.31 2.56
C 2.17 -2.08 -1.68
N 1.23 -2.87 -0.92
C 1.50 -4.29 -0.85
C 0.19 -5.03 -0.60
C -0.42 -4.48 0.68
N -0.55 -3.04 0.57
C -1.53 -2.44 1.44
C 0.23 -2.28 -0.22
O -0.01 -1.06 -0.33
H 2.19 -2.40 -2.72
H 3.17 -2.20 -1.26
H 1.90 -1.02 -1.64
H 2.22 -4.50 -0.04
H 1.94 -4.59 -1.80
H 0.37 -6.10 -0.52
H -0.48 -4.85 -1.44
H 0.21 -4.73 1.54
H -1.41 -4.90 0.84
H -2.54 -2.77 1.18
H -1.48 -1.35 1.34
H -1.32 -2.70 2.47

---

(4)
38
Properties=species:S:1:pos:R:3 method="wB97M-V/def2-TZVPD" lumo_energy_ev=-0.76 spin_multiplicity=1 gap_ev=7.38 homo_ev=-8.1
Br 0.65 -3.75 1.54
C -1.07 -2.81 1.48
C -1.07 -1.32 1.40
N -2.17 -0.55 1.33
C -3.32 -1.33 1.39
C -4.64 -0.61 1.37
C -5.89 -1.32 1.46
C -5.90 -2.81 1.61
C -4.64 -3.51 1.61
C -3.33 -2.79 1.52
N -2.18 -3.57 1.54
H -0.07 -0.81 1.37
H -4.66 0.51 1.28
H -6.83 -0.73 1.46
H -6.87 -3.35 1.71
H -4.65 -4.63 1.71
C 4.84 2.25 -1.85
C 3.53 1.51 -2.09
N 3.01 0.83 -0.91
C 1.88 -0.05 -1.22
C 0.59 0.59 -1.73
C 2.84 1.66 0.28
C 1.91 2.87 0.18
H 5.62 1.57 -1.49
H 5.19 2.70 -2.78
H 4.73 3.06 -1.13
H 3.72 0.76 -2.86
H 2.81 2.22 -2.51
H 1.64 -0.65 -0.33
H 2.22 -0.77 -1.96
H 0.02 1.07 -0.93
H -0.05 -0.18 -2.16
H 0.77 1.33 -2.52
H 3.82 2.01 0.60
H 2.50 1.03 1.11
H 2.03 3.42 -0.76
H 2.12 3.57 0.99
H 0.86 2.59 0.28

---

Summary of molar mass in g/mol
345.30; 413.57; 625.32; 310.24
(order as listed above)